{"formula": "C25H52FN4O5", "method": "the ωB97M-V functional and the def2-TZVPD basis", "elements": ["C", "H", "H", "C", "H", "C", "H", "H", "H", "C", "H", "C", "H", "C", "H", "H", "H", "C", "C", "H", "O", "N", "H", "C", "C", "H", "H", "H", "H", "H", "H", "H", "H", "C", "H", "C", "H", "H", "C", "C", "H", "H", "H", "C", "C", "O", "H", "H", "H", "H", "H", "N", "H", "C", "C", "O", "O", "C", "C", "H", "F", "C", "H", "H", "H", "N", "H", "C", "O", "H", "H", "H", "H", "H", "H", "C", "H", "H", "H", "C", "H", "C", "N", "H", "H", "H", "H"], "coordinates": [[3.38, -2.11, 0.30], [-5.02, -0.53, -1.04], [-4.92, 2.33, 1.14], [0.87, 2.45, -6.13], [2.33, 0.17, -0.18], [-1.88, -1.22, -1.97], [1.03, -3.63, -1.74], [-1.53, -0.20, -1.80], [3.22, 2.91, 2.07], [-4.79, 1.82, 0.18], [1.78, -0.25, 3.36], [-2.42, 1.13, 0.57], [3.24, -0.08, 4.33], [3.48, -3.97, -1.35], [4.11, 0.25, -3.62], [-3.72, -2.23, -1.65], [3.71, 0.86, -1.04], [-1.59, 2.11, -6.42], [-3.97, -0.24, -0.95], [0.91, -1.29, -3.47], [3.65, 0.94, 1.79], [3.22, -1.68, -2.17], [-2.71, 0.03, 4.78], [1.87, 2.84, 4.26], [2.28, 0.38, 4.09], [-4.18, 0.03, 1.17], [-2.16, -1.50, 7.98], [3.99, -2.88, 0.75], [-1.78, -1.85, 0.62], [-1.94, 1.54, 5.31], [4.54, -3.85, -1.55], [-3.50, -2.04, 0.99], [1.31, 3.40, -5.82], [2.48, -0.38, -2.32], [0.79, 2.73, 4.33], [2.66, 0.57, -1.13], [0.78, 2.42, -7.21], [-1.61, 2.16, -3.86], [-3.84, 0.63, 0.31], [-0.50, 0.25, 7.22], [-2.53, -2.02, 6.33], [-1.72, 2.98, -7.07], [3.02, -4.46, -2.20], [3.02, 0.33, -3.56], [-2.73, -2.20, 0.24], [3.48, -2.25, -3.28], [1.68, 0.45, 5.00], [-1.79, 0.38, 1.05], [2.73, 1.38, -3.52], [3.99, -1.22, 0.20], [1.54, 1.65, -5.80], [2.46, 1.72, 3.56], [-4.39, 2.54, -0.54], [1.30, -2.81, -1.07], [-0.57, 2.29, -4.21], [0.37, 2.42, -3.43], [0.29, 1.09, 6.84], [-2.49, -1.16, 7.00], [2.84, -2.61, -1.06], [0.99, -3.11, -0.06], [0.25, -0.82, -0.29], [1.01, -0.74, -2.53], [2.08, 1.46, -1.35], [-2.49, 2.00, -5.81], [-5.77, 1.51, -0.18], [-0.45, 2.28, -5.55], [-3.76, 0.42, -1.81], [-1.81, 0.46, 5.21], [-0.81, -2.15, -1.79], [-1.48, 1.22, -7.04], [2.27, 2.92, 5.27], [2.10, 3.76, 3.72], [0.44, 0.18, -2.61], [-0.97, 0.28, 4.54], [-2.18, -1.29, -3.03], [-3.10, -1.52, -1.09], [-2.44, 2.00, 1.24], [-3.50, -0.75, 7.10], [-0.40, -0.27, 8.19], [0.43, -1.62, -1.44], [3.34, -4.60, -0.48], [3.16, 1.87, 2.42], [-1.58, -0.15, 6.51], [2.60, -0.10, -4.47], [2.58, -1.87, 1.00], [-2.64, -3.28, 0.09], [-1.93, 1.42, -0.36]], "fmax_ev_per_a": 0.515, "s_squared": 0.75, "multiplicity": 2, "homo_lumo_gap_ev": [8.104, 9.361]}